(1)
# C43H53N2OS4SbSi4W

A molecular structure, C43H53N2OS4SbSi4W (ωB97M-V with the def2-TZVPD basis set, OMol25).

XYZ file:
```
109
Properties=species:S:1:pos:R:3:forces:R:3:lowdin_spin:R:1
W -0.69751 -0.07314 0.08663 -0.04 0.23 0.25 1.735
Sb 0.65437 -2.40173 2.45055 0.09 0.03 0.06 0.023
S -2.75211 -1.71825 -4.23347 0.01 0.02 0.01 -0.002
S -2.62718 -1.28877 0.04167 -0.12 -0.10 0.08 0.013
S -0.93340 -0.17562 -2.39613 0.09 0.02 -0.04 0.037
S -4.34670 -2.75831 -1.96123 -0.01 0.01 0.00 0.008
Si -1.70252 2.37804 -0.24355 0.21 -0.21 -0.09 0.008
Si 3.65881 -3.18453 1.81512 -0.03 0.01 -0.01 0.002
Si 1.88274 -3.50911 -0.72701 -0.03 -0.02 0.00 0.001
Si -1.56846 -0.43272 3.61960 0.04 0.01 0.01 0.014
O -4.84132 -3.30808 -4.49222 -0.04 -0.02 -0.04 -0.003
N 1.51409 0.17462 3.91480 0.03 -0.02 -0.02 0.003
N 1.47608 -0.28279 -0.25241 -0.07 0.01 -0.02 0.008
C 0.20558 3.73188 -1.85921 0.04 -0.02 -0.03 -0.001
C -2.99603 -1.70895 -1.60038 0.05 0.07 -0.10 0.036
C 3.78083 -0.54351 0.19206 -0.03 0.03 -0.01 -0.001
C -1.48320 6.21945 1.27082 0.00 0.00 -0.01 0.000
C -0.99702 -1.38659 5.14443 -0.04 0.01 0.03 0.002
C 2.35062 2.43489 2.55805 0.00 0.00 -0.01 0.000
C -0.80681 -3.79995 1.69354 0.01 0.01 0.01 0.001
C 3.05757 1.31492 -1.11070 -0.01 -0.01 0.01 0.002
C -5.59046 1.33085 -1.32907 -0.01 0.00 0.01 0.000
C -0.86400 4.81415 3.10947 -0.01 0.01 0.00 0.000
C 2.47064 -1.04151 0.28399 0.00 0.01 -0.01 0.008
C -1.72871 3.06831 -3.08805 -0.02 -0.03 0.01 -0.001
C 3.08742 -4.74314 2.70502 0.07 0.02 -0.01 0.002
C 5.15410 -3.67974 0.76911 -0.02 0.01 0.06 0.000
C -5.75020 2.58826 0.70841 0.02 0.00 0.01 0.000
C -2.26290 -1.23458 -2.62867 -0.09 -0.03 0.09 0.000
C 2.19656 -2.39996 0.82541 0.07 -0.07 -0.07 0.004
C 4.29223 -2.04977 3.16992 0.05 -0.03 -0.04 0.000
C -2.07253 1.26237 4.24618 0.00 -0.06 0.05 0.002
C -3.18416 -1.26557 3.15486 -0.01 0.09 0.00 0.000
C 3.07687 -2.93272 -2.05743 -0.07 -0.06 -0.03 0.000
C -3.57701 2.20783 -0.29695 0.02 0.00 -0.06 -0.001
C -6.36241 1.87634 -0.31044 0.00 -0.01 -0.02 -0.001
C -4.37051 2.75576 0.71129 -0.01 -0.01 0.02 0.000
C 0.15066 -3.38669 -1.42927 0.08 0.09 0.10 0.004
C 2.48430 0.94828 4.39248 0.04 -0.06 -0.01 0.000
C -0.21488 -0.36624 2.24574 -0.14 -0.14 -0.21 0.036
C 1.32634 1.64827 2.07084 0.03 -0.06 0.03 0.004
C 0.08523 4.17571 -4.21596 -0.03 0.00 -0.01 -0.001
C 1.78800 0.82190 -0.96479 0.01 0.00 -0.02 0.024
C -1.59878 5.10184 0.45979 -0.02 0.03 0.02 -0.002
C -4.13545 -2.71954 -3.72695 0.04 0.00 0.06 0.001
C 2.16438 -5.34401 -0.42569 -0.03 0.06 -0.05 0.000
C -1.04544 3.10809 -1.87260 -0.02 0.05 0.07 0.003
C 0.77418 4.25121 -3.01456 0.01 0.01 0.01 0.000
C -4.21535 1.49354 -1.31598 0.01 -0.04 0.00 -0.001
C -0.98915 3.70038 2.28833 0.02 -0.04 -0.02 0.000
C 0.91490 0.49755 2.75758 0.04 0.15 0.03 0.009
C -1.11118 6.07879 2.60175 0.00 0.00 0.00 0.000
C -1.17453 3.59441 -4.24551 0.02 0.02 -0.01 0.001
C 4.07967 0.61753 -0.48114 -0.02 0.00 0.00 0.007
C 2.95456 2.08232 3.75513 0.00 0.01 -0.02 0.002
C -1.35161 3.81208 0.95007 -0.07 -0.01 0.01 -0.005
H -3.91215 3.32143 1.51423 0.02 0.01 0.00 0.000
H -1.88817 5.23778 -0.57540 -0.02 0.00 -0.01 0.000
H 2.73604 -4.50821 3.70918 -0.01 0.03 0.02 0.001
H 2.83248 -1.92727 -2.40756 -0.02 0.03 0.01 0.000
H 4.58474 -1.09996 0.63927 0.02 -0.04 0.03 0.000
H 5.90267 -4.06361 1.46814 0.02 -0.01 0.01 0.000
H -1.24648 1.84732 4.65454 0.02 0.00 -0.02 0.000
H -3.79439 -0.65862 2.48649 -0.02 0.01 -0.03 0.000
H -7.43662 1.74517 -0.31407 -0.02 0.00 0.00 0.000
H 1.74399 4.73269 -2.97444 0.01 0.00 0.01 0.000
H -2.59682 1.85758 3.49925 0.00 0.00 -0.03 0.000
H 3.47962 -1.69225 3.80049 -0.09 0.03 0.03 0.000
H -6.05978 0.77124 -2.12855 -0.01 -0.01 -0.01 0.000
H -2.77402 1.07732 5.06482 -0.01 0.01 0.02 0.000
H 0.95568 1.34496 -1.42562 0.01 0.05 -0.02 0.009
H -0.57637 4.68658 4.14558 0.00 0.00 0.02 0.000
H 4.86017 -1.18608 2.82484 -0.01 0.04 -0.01 0.000
H 0.51943 4.58077 -5.12058 0.01 0.01 -0.01 0.000
H -1.71449 -1.16925 5.94094 -0.01 -0.01 0.03 0.000
H 2.04366 -5.81235 -1.40706 0.00 -0.02 -0.02 0.000
H -0.26167 -4.71607 1.46352 0.01 -0.03 -0.01 0.000
H 2.65532 3.32218 2.01694 0.01 0.02 0.00 0.000
H 5.62270 -2.86721 0.21527 0.00 0.05 -0.01 0.000
H 1.39897 -5.77402 0.22053 -0.03 0.00 0.02 0.000
H -1.00892 -2.46900 4.99776 0.00 -0.03 -0.01 0.000
H -3.73165 -1.36482 4.09713 -0.01 -0.01 0.02 0.000
H 0.81123 1.95348 1.16786 0.00 0.03 0.04 0.001
H -1.47162 -4.01404 2.53090 -0.01 0.01 0.01 0.000
H 3.13818 -5.63329 -0.04076 0.05 0.00 0.03 0.000
H 4.95628 -2.64852 3.80019 0.02 0.00 0.00 0.000
H 0.73893 3.84078 -0.91866 0.03 -0.03 0.01 0.000
H -1.68448 7.20189 0.86302 0.00 0.01 0.00 0.000
H -0.00174 -1.10033 5.47990 -0.02 0.01 -0.02 0.000
H -6.34387 3.01694 1.50572 -0.02 0.00 0.00 0.000
H -3.09237 -2.26114 2.72478 0.04 -0.03 -0.03 0.000
H 0.17699 -3.15631 -2.49538 0.01 -0.01 -0.01 0.001
H 3.95098 -5.40692 2.80562 0.00 -0.02 -0.01 0.000
H -1.39423 -3.49660 0.83603 0.01 0.02 -0.01 -0.001
H 3.22434 2.20760 -1.69471 0.00 0.02 0.00 0.000
H -1.01830 6.95093 3.23614 0.00 0.01 0.01 0.000
H 2.91849 0.63286 5.33562 0.00 -0.01 0.02 0.000
H -0.41245 -4.30898 -1.28164 0.01 -0.03 0.01 0.000
H -2.71329 2.62124 -3.13772 0.03 0.02 -0.03 0.001
H -1.72860 3.54864 -5.17443 0.00 0.00 -0.01 0.000
H 4.94283 -4.47622 0.05772 -0.04 -0.02 -0.02 0.000
H -0.39931 -2.58168 -0.94382 -0.11 -0.06 -0.10 0.002
H 2.30671 -5.30537 2.19894 -0.05 -0.01 -0.02 0.000
H 5.10460 0.95994 -0.53735 0.01 0.01 0.00 0.000
H -0.79354 2.72663 2.70670 -0.01 0.02 -0.02 0.001
H 4.12167 -2.94271 -1.75071 0.05 0.00 0.04 0.000
H 3.75471 2.66572 4.18820 0.00 0.02 0.00 0.000
H -3.62635 1.03818 -2.10358 -0.01 -0.04 0.02 0.000
H 2.97183 -3.60363 -2.91418 0.02 0.00 -0.02 0.000
```
Positions in Å, forces in eV/Å.

Computed properties:
LUMO (alpha / beta)	-0.92 / -0.69	eV
relative energy (zero: lowest compared OMol25 entry of this formula, charge and spin)	0.000	eV
spin multiplicity	3
highest occupied orbital energy (alpha / beta)	-7.100 / -7.653	eV
gap between HOMO and LUMO (alpha / beta)	6.1800 / 6.9683	eV

---

(2)
# C65H54BiN7O2P2S2

A molecular structure, C65H54BiN7O2P2S2 in a non-equilibrium geometry (ωB97M-V with the def2-TZVPD basis set, OMol25).

XYZ file:
```
133
Properties=species:S:1:pos:R:3:forces:R:3:lowdin_charge:R:1
Bi 0.33823 -0.02639 -0.15076 -0.15 0.16 -0.47 1.541
S -3.85875 -1.06862 4.72098 0.02 0.23 0.08 1.000
S -0.76061 -1.82281 1.26681 0.20 -1.12 0.24 0.568
P 1.00964 0.42632 2.58454 -0.21 0.47 1.36 1.052
P 2.34631 -1.79544 -0.85761 1.18 -0.75 -0.04 1.025
O 3.38173 -0.83962 1.83580 0.53 0.08 0.14 -0.044
O 1.12240 0.67428 -3.11026 0.05 0.18 -0.09 0.054
N -2.33924 -0.06084 -0.91397 0.17 0.22 -0.07 0.028
N -0.00471 -1.14980 -2.34168 -0.01 -0.13 0.62 -0.023
N -0.68205 2.14439 -1.39577 0.00 0.12 0.31 0.064
N -1.52019 -2.91021 -2.15155 -0.06 0.05 -0.33 0.252
N -0.97022 -1.87779 -4.20724 -0.14 0.00 0.11 -0.074
N -2.65472 -0.16896 2.05126 -0.10 -0.36 -0.49 0.104
N 1.88311 2.17496 -0.21306 -0.18 -0.11 -0.35 -0.007
C -3.54677 2.03323 2.12687 0.05 -0.14 -0.01 -0.028
C -0.58308 -0.11960 3.44388 0.10 -0.01 -0.09 -0.500
C -2.76411 0.98085 -1.62956 -0.83 -0.02 -0.02 -0.238
C 4.21801 -1.78178 1.29402 0.22 -0.59 -0.51 -0.188
C -4.89249 1.46029 4.48091 0.05 0.11 -0.05 -0.088
C -1.74391 1.90347 -2.15813 0.01 0.27 -0.54 -0.234
C -1.50062 -0.55796 2.30800 0.12 0.13 -0.10 -0.691
C 3.51522 -2.01743 -3.47633 -0.23 0.02 0.02 -0.089
C 2.10526 4.40954 -0.98465 -0.07 -0.19 0.05 0.012
C -4.11821 1.19919 -1.89247 0.23 -0.01 0.05 -0.001
C 6.13081 -3.20654 1.32842 -0.13 0.10 0.00 0.009
C 1.61761 -3.46261 -0.99658 -0.05 0.23 -0.08 -0.371
C 0.42836 -0.29241 -3.30978 -0.22 -0.22 -0.60 -0.495
C 4.28283 -1.48039 -4.49766 0.02 -0.05 -0.13 -0.060
C 2.97075 2.33756 0.52464 0.31 0.18 0.10 -0.161
C -4.08240 0.49143 3.90622 -0.06 -0.54 -0.07 -0.497
C 6.52002 -2.64612 4.15817 -0.18 0.14 -0.12 -0.030
C 0.19964 3.56835 -3.08809 -0.18 -0.12 0.10 0.012
C 1.48612 -4.13006 0.22330 -0.04 0.06 -0.07 -0.123
C 2.07043 2.83340 3.60985 -0.15 -0.14 0.02 -0.076
C 0.95754 -5.40446 0.26973 -0.06 -0.03 0.03 -0.050
C 3.36642 -0.78241 3.20848 -0.40 0.08 0.73 -0.202
C -3.39940 0.77773 2.71856 -0.52 0.62 0.44 -0.295
C -0.85557 -2.02823 -2.88539 -0.25 0.12 -0.07 -0.415
C 0.68659 -5.37674 -2.11236 0.02 -0.04 -0.08 -0.073
C 4.19714 -1.27291 5.37722 -0.09 0.04 -0.20 0.016
C 4.66712 -3.24398 -0.55986 0.05 0.05 0.19 -0.064
C 5.35343 -2.24590 1.96014 -0.16 0.12 0.13 -0.079
C 2.05910 -0.19892 5.14779 0.18 0.04 -0.15 -0.064
C -0.89096 3.29972 -3.89629 0.04 0.02 0.19 -0.015
C 3.22302 4.58688 -0.18957 0.02 -0.20 0.02 -0.019
C -0.41421 -1.41763 4.19148 0.05 -0.38 0.26 -0.145
C -5.05278 0.29735 -1.40737 0.14 -0.12 0.07 -0.027
C 0.27550 2.95499 -1.83691 -0.24 0.38 -0.57 -0.240
C -1.72647 -2.67248 -5.13396 -0.08 -0.25 -0.22 0.004
C 1.19730 -4.08957 -2.16397 0.19 0.00 0.10 -0.121
C 1.16983 4.99884 3.09035 0.06 -0.03 0.05 -0.058
C 1.07986 2.23208 2.84140 0.11 -0.14 0.02 -0.391
C 0.15335 3.02993 2.16931 0.16 -0.14 0.18 -0.127
C -4.60107 -0.80486 -0.69991 0.02 0.21 -0.20 -0.021
C 3.70645 0.05711 -2.27793 -0.03 -0.18 0.01 -0.108
C -3.23823 -0.93150 -0.47830 -0.58 -0.18 -0.06 -0.200
C 4.39768 -1.27083 4.00291 0.12 -0.11 -0.28 -0.083
C 2.11421 4.21244 3.72792 0.02 0.12 0.05 -0.060
C -1.11471 0.94213 4.35476 0.02 0.31 0.49 -0.070
C 5.69488 -1.66840 3.32252 0.24 0.13 0.02 -0.424
C -1.81468 0.64023 5.44378 0.20 0.16 -0.05 -0.090
C 5.80026 -3.70020 0.07750 -0.03 -0.04 -0.11 -0.036
C -4.99973 2.71385 3.90934 -0.06 0.14 0.07 -0.068
C -1.22270 -1.71387 5.20228 0.33 -0.08 -0.09 -0.086
C 4.47455 0.58314 -3.29752 0.07 0.03 0.08 -0.050
C 2.22664 -0.21568 3.76753 0.18 -0.05 -0.86 -0.276
C 3.20769 -1.24139 -2.36680 -0.14 0.04 0.13 -0.367
C 3.03403 -0.77061 5.93997 -0.03 0.12 0.13 -0.035
C 4.76216 -0.18528 -4.41413 -0.04 -0.06 0.00 -0.054
C 1.45120 3.17747 -0.97604 0.55 0.57 0.07 -0.228
C -0.13197 -0.78569 -4.63857 0.32 0.29 -0.17 -0.001
C 3.86102 -2.28988 0.05129 -0.23 0.38 0.26 -0.256
C -4.31995 3.00003 2.73423 -0.02 0.02 0.03 -0.066
C 0.56691 -6.03491 -0.90132 -0.03 -0.01 -0.02 -0.057
C 6.52126 -0.37896 3.12118 -0.03 -0.12 0.03 0.006
C -1.88695 2.45943 -3.42967 0.17 -0.06 0.17 0.004
C -2.22999 -0.74677 5.69599 -0.68 -0.19 -0.16 -0.452
C 0.18888 4.40316 2.31077 -0.12 0.04 -0.08 -0.057
C 3.68020 3.52406 0.57480 -0.12 0.06 -0.15 -0.019
H 2.89978 -0.80445 7.00810 0.02 0.03 0.17 0.116
H 0.17178 -7.03708 -0.86599 -0.05 -0.14 -0.01 0.114
H -5.41768 1.22925 5.39566 -0.01 -0.04 0.07 0.112
H -4.43811 2.07684 -2.43517 0.04 0.04 -0.03 0.119
H 6.74905 0.05920 4.09071 0.02 0.09 0.07 0.097
H 3.47638 0.64980 -1.40291 0.04 0.10 -0.04 0.077
H -3.02644 2.23927 1.20025 0.01 0.00 -0.11 0.100
H -0.95702 3.73041 -4.88309 -0.01 0.06 -0.10 0.123
H -4.39738 3.97780 2.28402 -0.04 0.12 -0.02 0.108
H 0.38548 -5.86783 -3.02529 -0.03 -0.07 -0.10 0.112
H 4.95848 -1.66111 6.03111 0.14 -0.10 0.07 0.116
H -0.69261 -0.00587 -5.15944 -0.04 -0.03 0.08 0.143
H 1.19317 6.07131 3.20753 0.00 0.10 -0.02 0.113
H 0.29368 -2.12689 3.78949 0.01 -0.11 0.16 0.098
H -0.60738 2.56658 1.55324 -0.13 0.02 -0.11 0.085
H -1.16582 -2.66950 5.69964 0.05 -0.19 -0.03 0.123
H -1.30380 -2.97809 -1.16787 -0.01 0.01 0.05 0.072
H 2.80180 2.22317 4.12056 0.05 0.00 0.05 0.108
H -2.86214 -1.77164 0.08089 -0.05 0.01 0.02 0.031
H 5.97976 0.35589 2.52593 -0.04 0.04 -0.05 0.087
H 4.85422 1.58971 -3.22171 0.04 0.13 0.02 0.113
H 3.73400 5.53649 -0.17307 0.05 0.11 0.01 0.122
H -2.17640 1.41086 6.10778 0.01 0.14 0.00 0.131
H 4.38661 -3.63381 -1.52559 0.04 -0.10 -0.10 0.108
H -1.07221 -3.36380 -5.66865 -0.09 -0.06 -0.03 0.105
H -0.55255 5.01200 1.81713 -0.08 0.08 -0.08 0.114
H 1.80202 -3.64390 1.13614 0.04 -0.02 0.09 0.101
H 1.18018 0.24669 5.58712 -0.08 0.01 0.04 0.116
H -2.49854 -3.23188 -4.61362 -0.07 -0.04 -0.04 0.091
H -0.85648 1.96825 4.14786 -0.16 0.06 0.04 0.105
H 0.85604 -5.91192 1.21538 0.00 -0.05 0.13 0.117
H 6.75926 -2.20626 5.12099 0.05 -0.01 0.12 0.084
H -2.10098 -3.61570 -2.56966 0.04 -0.01 0.05 0.127
H 7.46559 -2.85637 3.66691 0.08 -0.04 0.02 0.084
H 0.67469 -1.11981 -5.29779 0.03 0.00 0.05 0.149
H -5.59714 3.47259 4.38844 -0.13 0.07 0.01 0.109
H 0.99175 4.20450 -3.44689 0.12 0.03 0.02 0.122
H 3.17799 -3.03886 -3.55229 0.00 -0.10 -0.01 0.091
H 1.26371 -3.58601 -3.11610 0.03 0.04 -0.08 0.090
H 3.27780 1.47238 1.09861 0.12 -0.02 0.07 0.097
H -2.73419 2.20960 -4.05050 -0.09 0.00 0.03 0.121
H 7.01650 -3.58031 1.81076 0.12 -0.06 0.11 0.115
H 5.36793 0.21311 -5.21247 0.05 0.08 -0.08 0.113
H 5.98047 -3.57791 4.31030 0.01 -0.12 0.07 0.108
H 2.88368 4.67209 4.32969 0.06 0.05 0.07 0.114
H -5.28112 -1.54615 -0.31032 -0.04 -0.04 0.04 0.117
H 6.41994 -4.44895 -0.39039 0.07 -0.05 -0.04 0.117
H -6.10780 0.45569 -1.58031 -0.04 0.01 0.00 0.120
H 4.55553 3.62102 1.19473 0.10 -0.04 0.10 0.119
H 7.45837 -0.61096 2.61899 0.07 0.00 -0.07 0.098
H 1.73472 5.22410 -1.58458 -0.09 0.08 -0.07 0.120
H -2.53036 -0.93559 6.72338 0.15 0.06 0.02 0.106
H 4.51345 -2.08538 -5.36066 0.05 -0.08 -0.09 0.112
H -2.21039 -2.01953 -5.85860 -0.05 -0.03 0.01 0.105
```
Positions in Å, forces in eV/Å.

Computed properties:
LUMO	-4.75	eV
total charge	+2
relative energy (zero: lowest compared OMol25 entry of this formula, charge and spin)	0.000	eV
highest occupied orbital energy	-12.051	eV
gap between HOMO and LUMO	7.3042	eV